1.
Computed, not measured: 2 unconnected molecules or ions with the total composition C14H17N3, with wB97M-V/def2-TZVPD.

Cartesian coordinates (Å):
1 N -1.9258 2.7316 -1.2701
2 N 0.1780 -1.1153 2.4471
3 N -0.4707 2.6693 0.3658
4 C -0.9477 -1.9104 -0.8097
5 C -0.7893 -1.2078 1.4838
6 C -0.2062 -1.8482 0.3808
7 C 1.1340 -2.2349 0.7340
8 C -2.0823 -0.6818 1.4925
9 C -2.7474 -0.6946 0.2893
10 C -2.1638 -1.2692 -0.8585
11 C 0.0698 2.0352 -0.7277
12 C -1.6614 3.0485 0.0112
13 C 1.9628 -3.2381 0.0106
14 C 2.5833 2.3313 -0.5630
15 C 1.2578 -1.8731 2.0439
16 C 1.4020 1.3485 -0.7202
17 C -0.8182 2.1003 -1.7578
18 H 3.4948 1.7402 -0.4479
19 H -2.3847 -0.0671 2.3276
20 H 1.3781 0.7202 0.1637
21 H -0.4383 -2.4017 -1.6412
22 H 2.1633 -1.9233 2.6309
23 H -2.4078 3.4148 0.6967
24 H -2.7062 -1.2719 -1.7953
25 H -3.7617 -0.3456 0.1380
26 H 2.6608 2.9464 -1.4521
27 H 2.6724 -2.7832 -0.6968
28 H -0.5897 1.8072 -2.7658
29 H -0.0772 -0.9457 3.4057
30 H -2.7472 2.9555 -1.8123
31 H 2.5500 -3.8956 0.6564
32 H 1.5072 0.8177 -1.6604
33 H 2.5128 2.9476 0.3374
34 H 1.3987 -3.9065 -0.6366

Structure (SMILES): Cc1c[nH]c2ccccc12.CCc1c[nH]cn1
Energy relative to the best compared isomer or geometry (same formula, charge and spin) in kJ/mol: 32.45
Total charge: 0
Orbital gap in eV: 8.6
LUMO energy in eV: 0.868
M in g mol⁻¹: 227.311
Highest occupied orbital energy in eV: -7.77



2.
Computed, not measured: a gas-phase ion, C5H4NS2 (charge -1), with wB97M-V/def2-TZVPD.

Cartesian coordinates (Å):
1 S -0.5032 0.5817 -3.7600
2 S -2.7374 -0.1652 -1.8450
3 N 2.1019 0.2710 0.4326
4 C -1.1700 -0.2727 0.3573
5 C -0.1043 0.0952 -0.4083
6 C 1.2378 0.3589 -0.5332
7 C -2.4366 -0.4325 -0.1352
8 C -1.1870 0.2335 -2.3384
9 H -3.3012 -0.7345 0.4287
10 H -1.0210 -0.4475 1.4190
11 H 1.5338 0.6554 -1.5562
12 H 3.0461 0.4954 0.1101

Energy relative to the best compared isomer or geometry (same formula, charge and spin) in kJ/mol: 264.83
Total charge: -1
Orbital gap in eV: 5.9
LUMO energy in eV: 3.335
M in g mol⁻¹: 142.228
Highest occupied orbital energy in eV: -2.57



3.
Computed, not measured: a molecular structure, C24H30AgF5N7SeSi, with wB97M-V/def2-TZVPD.

Cartesian coordinates (Å):
1 Ag 11.5721 15.1785 6.2508
2 Se 7.7230 10.4944 8.5404
3 Si 12.6413 5.7434 5.6360
4 F 11.6011 17.5853 8.3603
5 F 11.3481 21.2400 5.2973
6 F 11.2326 20.2302 7.9249
7 F 12.9252 17.0130 4.0058
8 F 12.0166 19.4822 3.2158
9 N 11.7110 12.9641 6.4998
10 N 8.6555 11.3945 7.2712
11 N 8.4521 13.3725 5.9143
12 N 11.7689 7.1238 5.8863
13 N 14.5186 12.2255 6.6085
14 N 6.1940 11.6344 8.3236
15 N 13.3772 9.9666 5.4821
16 C 13.7111 5.6600 4.1096
17 C 11.6048 4.2015 5.5112
18 C 15.2619 11.0081 6.6668
19 C 7.7175 14.4838 5.8735
20 C 11.5456 18.0412 7.0693
21 C 13.8232 12.5329 7.8869
22 C 8.5131 8.6801 5.7308
23 C 12.1370 17.7491 4.8892
24 C 11.8394 17.1777 6.0684
25 C 9.8284 8.5006 5.5002
26 C 7.7408 7.9089 6.6360
27 C 14.3503 9.7866 6.5114
28 C 9.7940 6.7812 7.2825
29 C 11.5271 19.4094 6.8869
30 C 6.6198 12.5016 7.4063
31 C 7.9401 12.4438 6.7746
32 C 10.5677 7.4319 6.2340
33 C 6.4355 14.6204 6.3563
34 C 13.6997 5.4866 7.1935
35 C 11.5961 19.9630 5.5583
36 C 11.9824 19.1336 4.5340
37 C 12.2580 12.5915 7.7875
38 C 5.7525 13.6053 7.0232
39 C 8.4298 7.0268 7.4002
40 H 6.6649 8.0935 6.6553
41 H 14.3787 4.5936 7.0901
42 H 12.2218 12.5070 5.7347
43 H 4.7067 13.6743 7.3470
44 H 10.7383 12.7084 6.4860
45 H 14.0770 11.8270 8.6800
46 H 13.1394 5.8434 3.2433
47 H 12.3968 3.3722 5.4024
48 H 13.0534 5.3888 8.0583
49 H 10.2403 9.0893 4.6778
50 H 7.9363 6.3767 8.1308
51 H 10.9439 4.0698 4.6579
52 H 13.8165 10.3068 4.5869
53 H 11.8961 11.5553 8.1565
54 H 7.9816 9.5036 5.2919
55 H 5.9843 15.5993 6.1950
56 H 11.9298 13.2674 8.5978
57 H 14.2321 13.4635 8.2120
58 H 14.9097 13.0487 6.1306
59 H 14.3744 6.3467 7.4744
60 H 15.0363 8.9137 6.3720
61 H 11.0587 4.0296 6.4533
62 H 10.2883 5.9936 7.8051
63 H 16.0651 10.9818 5.9299
64 H 14.0361 4.6403 4.1009
65 H 14.5048 6.3759 4.1396
66 H 8.1827 15.3179 5.3032
67 H 13.8733 9.5774 7.4999
68 H 15.7326 10.9787 7.6845
69 H 12.6700 9.2218 5.3287

Energy relative to the best compared isomer or geometry (same formula, charge and spin) in kJ/mol: 27.46
Total charge: -1
Orbital gap (alpha / beta) in eV: 4.0 / 4.0
LUMO energy (alpha / beta) in eV: 0.577 / 0.577
M in g mol⁻¹: 726.457
Highest occupied orbital energy (alpha / beta) in eV: -3.45 / -3.45



4.
Computed, not measured: 2 unconnected molecules or ions with the total composition C6H17NO2, with wB97M-V/def2-TZVPD.

Cartesian coordinates (Å):
1 O -3.3615 -1.2079 1.1351
2 O -0.8478 1.5424 -2.1850
3 N -0.2002 -0.8197 -2.0722
4 C -1.0983 0.2575 -2.5889
5 C 1.0681 -0.7407 0.0407
6 C 2.3345 1.1077 1.3485
7 C 0.9788 0.5723 0.8452
8 C -0.2073 -1.2264 -0.7391
9 C -0.0142 0.4008 2.0122
10 H 1.7445 -0.4700 -0.7758
11 H 0.7170 -0.9349 -2.5099
12 H 2.4510 2.1922 1.1846
13 H -3.4962 -0.2865 1.3369
14 H 3.0850 0.7152 0.6589
15 H 1.6242 -1.5449 0.5131
16 H -1.1604 0.1828 -3.6683
17 H -0.1990 -2.3361 -0.5704
18 H 0.2962 -0.3227 2.7649
19 H -0.9559 0.0720 1.5605
20 H -0.1313 1.5911 -1.5428
21 H 2.6353 0.9470 2.3820
22 H -0.0603 1.3502 2.5320
23 H -2.0729 -0.1504 -2.2238
24 H 0.6131 1.4338 0.2586
25 H -2.5894 -1.2647 0.5501
26 H -1.1531 -1.0601 -0.2471

⟨S²⟩: 0.76
Multiplicity: 2
Energy relative to the best compared isomer or geometry (same formula, charge and spin) in kJ/mol: 120.96
Total charge: +1
Orbital gap (alpha / beta) in eV: 11.7 / 6.4
LUMO energy (alpha / beta) in eV: -3.164 / -8.425
M in g mol⁻¹: 135.207
Highest occupied orbital energy (alpha / beta) in eV: -14.84 / -14.84



5.
Computed, not measured: a molecular structure, C4H9NO3, with wB97M-V/def2-TZVPD.

Cartesian coordinates (Å):
1 O -0.3039 -2.4123 -0.6735
2 O 1.9839 0.7963 1.1279
3 O -0.8957 -1.3240 1.1443
4 N -0.6873 1.4524 1.1425
5 C -0.8180 -1.2198 -0.2182
6 C 1.4852 1.2309 0.0582
7 C 0.5347 -0.0412 -0.8553
8 C -0.0970 1.2373 -0.1032
9 H -1.7654 -0.9124 -0.6583
10 H -0.7274 -2.7948 -1.4566
11 H 1.9392 2.0113 -0.5745
12 H -0.0794 1.1501 1.9093
13 H 1.3426 -0.7720 -0.8185
14 H -1.6473 1.1497 1.2471
15 H 0.2304 -0.0407 -1.9058
16 H -0.5007 1.8926 -0.8727
17 H 0.0060 -1.4034 1.5072

Energy relative to the best compared isomer or geometry (same formula, charge and spin) in kJ/mol: 541.79
Total charge: 0
Orbital gap in eV: 8.3
LUMO energy in eV: 0.452
M in g mol⁻¹: 119.120
Highest occupied orbital energy in eV: -7.89



6.
Computed, not measured: a molecular structure, C38H43AlF15KLiN4O16S4V, with wB97M-V/def2-TZVPD.

Cartesian coordinates (Å):
1 V -2.4593 5.0860 2.8311
2 K -7.5541 1.9976 -5.6002
3 S -0.7374 3.7200 -5.5408
4 S -1.1303 0.3201 0.5751
5 S -5.5379 -4.2893 3.6105
6 S -6.1314 -0.1108 -3.0236
7 Al 0.3287 5.9742 3.7581
8 F 13.4689 -1.5063 -0.7264
9 F 7.5248 -1.1998 1.2046
10 F 8.7960 -1.8645 -0.4314
11 F 8.9313 -3.4876 1.8009
12 F -8.0120 -1.6361 -4.2559
13 F 10.8229 -2.4772 1.4832
14 F -3.4783 -1.1330 5.0166
15 F -5.7924 -2.1416 -4.9799
16 F -2.9531 3.1482 0.3840
17 F -5.0402 -5.9010 3.1886
18 F 12.4296 1.0809 -0.2642
19 F 11.4416 -2.2806 -0.9011
20 F 11.8316 -0.3665 1.2337
21 F -6.9754 -0.0725 -5.7313
22 F -2.1170 -5.8610 2.8470
23 O -4.4201 6.0272 5.6357
24 O -3.9467 8.2714 -4.1018
25 O -4.6147 3.2251 -1.4006
26 O -2.1942 6.7609 2.3720
27 O -5.7317 -5.6005 7.5751
28 O -5.7234 -4.1936 5.1436
29 O 2.7874 -0.6059 -4.3640
30 O 3.7529 2.0031 -0.0208
31 O -6.8106 -0.8839 -1.8274
32 O -6.6665 -6.2951 9.4485
33 O -2.7244 3.4112 3.2902
34 O -6.9121 -4.0720 2.9260
35 O -6.7269 1.3482 -2.9327
36 O -7.8402 -5.8535 7.5387
37 O 10.3400 0.3280 -0.3285
38 O 4.6646 0.8676 1.9901
39 N -5.6911 7.3569 -3.0076
40 N -3.6919 6.2965 -3.0478
41 N -4.4009 -0.0404 -0.1364
42 N -0.6701 0.6603 -5.1861
43 C 0.8106 3.4563 -2.1304
44 C -4.1824 2.6083 -0.2827
45 C -0.0991 -0.3224 3.9677
46 C 1.4312 0.2683 4.0696
47 C -2.2420 -3.9833 4.6824
48 C -4.8880 1.2858 0.4005
49 C -4.4135 7.3660 -3.4287
50 C -0.8673 0.4710 -2.5010
51 C -1.6002 0.4624 -3.9765
52 C -3.5098 0.0978 -1.3480
53 C -1.7513 -1.9271 2.6762
54 C 11.6931 -0.0476 -0.0758
55 C -2.2629 -0.9324 1.4704
56 C -3.7918 0.3634 -5.7153
57 C 1.8630 -0.8729 -6.4570
58 C 1.3213 2.1584 -2.6539
59 C -6.8151 -5.9461 8.2560
60 C 3.0481 -1.1835 -5.5255
61 C -0.5728 1.9936 -5.5133
62 C 9.5270 -2.2647 1.8023
63 C -3.2557 0.2921 -4.1385
64 C 3.6916 -0.0712 2.6313
65 C -4.3012 -3.0752 2.8870
66 C 8.8336 -1.3295 0.8185
67 C -4.8218 -2.0670 1.6725
68 C -3.8306 -0.9435 0.9302
69 C 12.1882 -1.1522 -1.0165
70 C 0.7535 0.6645 -2.2888
71 C -1.7451 -5.4802 4.2330
72 C -2.7280 -3.0156 3.4508
73 C 2.1505 0.5531 2.6158
74 C 9.4259 0.0858 0.7442
75 C -1.8571 0.3035 -1.1925
76 C 4.9232 -0.2160 -0.5178
77 C -0.1685 -1.7746 3.1426
78 C 4.4025 0.9502 0.5424
79 C -6.6819 -1.0034 -4.5785
80 C -4.2749 0.0822 -2.8359
81 Li 3.1891 -0.6355 -8.2633
82 H 2.0321 -1.3322 -7.4379
83 H -4.0394 -0.6913 -6.1643
84 H 1.4060 1.3058 4.6373
85 H 1.6043 0.0365 1.7019
86 H 9.8222 0.4277 1.7078
87 H -0.6088 -0.5315 5.0158
88 H -0.7705 0.5099 3.4451
89 H -2.7250 6.2640 -3.3437
90 H -6.0934 6.6204 -2.4527
91 H 3.9431 -0.8629 -6.0812
92 H -2.9856 0.8533 -6.4433
93 H -0.5799 -5.5184 4.3831
94 H 8.5864 0.7623 0.5400
95 H -3.1058 -4.1083 5.4920
96 H 2.2144 2.2293 -3.4419
97 H 1.1385 0.3554 -1.2141
98 H 0.6285 4.3237 -2.9255
99 H 0.5817 3.7167 -1.0128
100 H -6.2653 -5.4205 6.7745
101 H -4.8211 6.3784 6.4097
102 H -6.0443 1.3545 0.1119
103 H 1.7396 0.2055 -6.6179
104 H 2.0620 -0.5520 4.6563
105 H -2.2137 -6.2388 5.0246
106 H 5.4110 0.3319 -1.4442
107 H 0.9188 -1.2734 -6.0668
108 H 4.0305 -0.2094 3.7559
109 H 1.2717 -0.0905 -3.0538
110 H -4.7033 1.1106 -5.7031
111 H -5.9386 -2.1718 1.3390
112 H 3.1572 -2.2788 -5.5536
113 H 5.6991 -0.9651 -0.0453
114 H 3.7021 -1.1327 2.1201
115 H 4.0096 -0.8306 -0.9248
116 H 0.4782 -1.7730 2.1663
117 H -1.3492 -3.4444 5.2606
118 H 9.4781 -1.8754 2.8233
119 H -4.8158 1.3689 1.5844
120 H 0.1385 -2.6572 3.8479
121 H 2.1580 1.7158 2.3571
122 H -4.0585 5.5411 -2.4935
123 H 12.1479 -0.8270 -2.0598
124 H -6.2690 8.1437 -3.2726

Total charge: +2
Orbital gap in eV: 1.1
LUMO energy in eV: -9.816
M in g mol⁻¹: 1348.977
Highest occupied orbital energy in eV: -10.92



- The lowest M belongs to which entry?
  C4H9NO3



- Which formula does entry 1 have?
  C14H17N3